No. 1
# C46H66ClN6O12PS

5 unconnected molecules or ions with the total composition C46H66ClN6O12PS (ωB97M-V/def2-TZVPD, the Open Molecules 2025 dataset).

Values from the calculation:
- net charge = 0
- SMILES = CC(=O)NCCCC[C@H](C[C@@H](C)O)O[C@@H](CCCCN)CO[C@@](Cl)(CCC(C)C)[PH2]=S.O=[N+]([O-])c1ccccc1.O=[N+]([O-])c1ccccc1.O=[N+]([O-])c1ccccc1.O=[N+]([O-])c1ccccc1

Positions of all 133 atoms, in Å:
1 C 3.092 0.148 1.932
2 C 4.076 -0.608 0.812
3 O 5.165 0.086 0.442
4 N 3.784 -1.965 0.210
5 C 4.486 -2.189 -1.111
6 C 3.918 -1.222 -2.343
7 C 3.627 -2.126 -3.676
8 C 2.143 -1.953 -4.339
9 C 0.907 -1.778 -3.275
10 C 0.916 -2.855 -2.025
11 C 0.297 -2.230 -0.614
12 C 0.593 -3.294 0.643
13 O 0.913 -0.959 -0.203
14 O -0.337 -1.938 -4.045
15 C -1.267 -0.786 -3.813
16 C -0.836 0.457 -4.786
17 C 0.139 1.585 -4.114
18 C -0.582 2.458 -2.888
19 C 0.612 3.374 -2.171
20 N 1.014 4.585 -3.007
21 C -2.752 -1.356 -4.317
22 O -3.865 -1.025 -3.447
23 C -3.888 -1.669 -2.151
24 Cl -3.286 -0.576 -0.729
25 C -5.508 -1.910 -1.797
26 C -6.372 -0.515 -1.765
27 C -6.639 0.084 -0.247
28 C -8.182 -0.081 0.284
29 C -6.286 1.713 -0.351
30 P -3.071 -3.368 -1.970
31 S -4.268 -4.882 -2.432
32 H 2.277 -0.619 2.293
33 H 3.767 0.563 2.795
34 H 2.513 1.006 1.340
35 H 3.924 -2.750 0.883
36 H 5.654 -2.038 -0.993
37 H 4.308 -3.317 -1.406
38 H 4.839 -0.513 -2.616
39 H 3.049 -0.512 -2.016
40 H 3.803 -3.292 -3.526
41 H 4.410 -1.810 -4.519
42 H 1.894 -2.926 -4.981
43 H 2.108 -1.042 -5.093
44 H 1.011 -0.715 -2.796
45 H 1.974 -3.273 -1.750
46 H 0.263 -3.802 -2.330
47 H -0.861 -2.065 -0.642
48 H -0.256 -4.098 0.586
49 H 1.676 -3.755 0.485
50 H 0.525 -2.704 1.677
51 H 0.428 -0.168 -0.615
52 H -1.256 -0.432 -2.699
53 H -1.760 1.052 -5.254
54 H -0.266 -0.003 -5.709
55 H 0.338 2.396 -4.968
56 H 1.218 1.195 -3.817
57 H -1.267 3.253 -3.455
58 H -1.173 1.791 -2.130
59 H 1.609 2.763 -1.992
60 H 0.215 3.707 -1.115
61 H 1.938 4.988 -2.664
62 H 0.320 5.376 -2.880
63 H -2.698 -2.496 -4.668
64 H -2.950 -0.770 -5.340
65 H -5.655 -2.604 -0.860
66 H -5.930 -2.536 -2.722
67 H -7.452 -0.777 -2.199
68 H -5.921 0.285 -2.509
69 H -5.854 -0.352 0.520
70 H -8.161 -0.851 1.186
71 H -8.888 -0.496 -0.557
72 H -8.519 0.967 0.718
73 H -6.021 2.169 0.701
74 H -5.336 1.817 -1.052
75 H -7.192 2.302 -0.845
76 H -2.729 -3.593 -0.560
77 H -1.870 -3.585 -2.731
78 O 7.793 0.551 6.192
79 N 8.618 -0.324 5.894
80 O 9.455 -0.795 6.677
81 C 8.607 -0.835 4.518
82 C 7.702 -0.304 3.588
83 C 7.713 -0.777 2.274
84 C 8.615 -1.772 1.896
85 C 9.508 -2.307 2.826
86 C 9.509 -1.840 4.142
87 H 6.993 0.472 3.867
88 H 7.019 -0.366 1.543
89 H 8.623 -2.134 0.869
90 H 10.206 -3.084 2.525
91 H 10.213 -2.264 4.855
92 O -7.799 4.694 -2.480
93 N -6.571 4.835 -2.371
94 O -5.731 4.074 -2.872
95 C -6.081 5.977 -1.591
96 C -6.996 6.842 -0.975
97 C -6.523 7.913 -0.214
98 C -5.150 8.119 -0.075
99 C -4.241 7.263 -0.698
100 C -4.702 6.187 -1.459
101 H -8.069 6.694 -1.074
102 H -7.226 8.585 0.273
103 H -4.786 8.953 0.524
104 H -3.172 7.433 -0.587
105 H -3.980 5.527 -1.936
106 O -5.479 -4.606 1.984
107 N -6.276 -5.032 1.134
108 O -6.584 -4.429 0.097
109 C -6.900 -6.338 1.377
110 C -6.610 -7.038 2.556
111 C -7.226 -8.269 2.792
112 C -8.119 -8.795 1.857
113 C -8.398 -8.101 0.679
114 C -7.791 -6.868 0.433
115 H -5.916 -6.642 3.294
116 H -7.012 -8.817 3.707
117 H -8.601 -9.752 2.049
118 H -9.093 -8.519 -0.046
119 H -8.021 -6.337 -0.488
120 O 8.457 7.819 4.551
121 N 8.415 6.643 4.159
122 O 8.217 6.302 2.984
123 C 8.609 5.583 5.156
124 C 8.799 5.922 6.502
125 C 8.959 4.909 7.449
126 C 8.933 3.571 7.053
127 C 8.754 3.236 5.709
128 C 8.590 4.241 4.754
129 H 8.822 6.960 6.827
130 H 9.101 5.162 8.498
131 H 9.052 2.784 7.796
132 H 8.738 2.191 5.408
133 H 8.448 3.963 3.711

No. 2
# C46H67AsN7OTi

A molecular structure, C46H67AsN7OTi (ωB97M-V/def2-TZVPD, the Open Molecules 2025 dataset).

Values from the calculation:
- net charge = +3
- ΔE to the lowest compared entry with this formula, charge and spin (kJ/mol) = 8.5

Positions of all 123 atoms, in Å:
1 Ti -0.190 -0.255 0.034
2 C 4.140 3.427 0.473
3 C 3.809 1.968 0.126
4 C 5.057 1.096 0.339
5 C 3.316 1.833 -1.312
6 C 4.193 2.179 -2.332
7 C 3.833 2.054 -3.660
8 C 2.605 1.505 -3.980
9 C 1.697 1.122 -3.000
10 C 0.404 0.480 -3.470
11 C 0.694 -0.680 -4.434
12 C -0.502 1.488 -4.184
13 C 2.040 1.338 -1.653
14 N 1.093 1.186 -0.553
15 C 0.903 2.304 0.110
16 C 0.270 2.553 1.366
17 C 0.339 3.890 1.813
18 C -0.124 4.273 3.044
19 C -0.694 3.306 3.875
20 C -0.776 1.993 3.467
21 C -0.311 1.574 2.209
22 N -0.352 0.232 1.842
23 C -0.455 -0.695 2.946
24 C -1.693 -1.221 3.392
25 C -1.659 -2.133 4.446
26 C -0.482 -2.486 5.079
27 C 0.707 -1.899 4.686
28 C 0.747 -0.997 3.632
29 C 2.080 -0.338 3.300
30 C 3.233 -1.350 3.291
31 C 2.404 0.756 4.331
32 C -3.097 -0.919 2.861
33 C -3.414 -1.745 1.614
34 C -3.458 0.546 2.605
35 H 4.442 3.499 1.519
36 H 3.286 4.089 0.314
37 H 4.964 3.792 -0.138
38 H 3.037 1.623 0.821
39 H 5.911 1.512 -0.193
40 H 4.904 0.078 -0.023
41 H 5.314 1.061 1.398
42 H 5.170 2.567 -2.078
43 H 4.511 2.371 -4.440
44 H 2.343 1.375 -5.021
45 H -0.123 0.088 -2.581
46 H 0.891 -0.299 -5.435
47 H -0.167 -1.345 -4.505
48 H 1.567 -1.255 -4.127
49 H 0.023 1.920 -5.035
50 H -0.792 2.298 -3.525
51 H -1.399 0.998 -4.569
52 H 1.368 3.190 -0.312
53 H 0.789 4.628 1.160
54 H -0.029 5.297 3.378
55 H -1.062 3.578 4.855
56 H -1.187 1.259 4.142
57 H -2.594 -2.558 4.791
58 H -0.500 -3.186 5.903
59 H 1.618 -2.139 5.217
60 H 2.014 0.116 2.308
61 H 3.564 -1.577 4.304
62 H 4.089 -0.933 2.759
63 H 2.946 -2.285 2.810
64 H 2.444 0.324 5.332
65 H 1.661 1.548 4.339
66 H 3.377 1.200 4.116
67 H -3.774 -1.266 3.643
68 H -2.902 -1.332 0.738
69 H -4.485 -1.719 1.411
70 H -3.125 -2.786 1.754
71 H -2.907 0.941 1.757
72 H -3.275 1.169 3.477
73 H -4.525 0.596 2.378
74 C -4.941 4.427 -1.275
75 N -3.741 3.609 -1.151
76 C -3.726 2.231 -0.725
77 C -2.239 1.937 -0.775
78 O -1.764 0.778 -0.503
79 N -1.572 3.001 -1.145
80 C -2.490 3.988 -1.375
81 N -2.134 5.189 -1.787
82 H -5.809 3.775 -1.297
83 H -4.921 4.995 -2.206
84 H -5.039 5.115 -0.434
85 H -4.294 1.591 -1.404
86 H -4.126 2.104 0.285
87 H -1.173 5.384 -2.011
88 H -2.817 5.907 -1.975
89 C -3.572 -4.155 -0.949
90 C -2.086 -4.058 -1.267
91 As -1.267 -2.266 -1.500
92 C -2.563 -1.526 -2.809
93 C -2.909 -2.368 -4.034
94 C 0.382 -2.949 -2.376
95 C 0.270 -3.843 -3.608
96 H -3.893 -5.185 -1.103
97 H -4.171 -3.525 -1.606
98 H -3.796 -3.898 0.082
99 H -1.906 -4.505 -2.243
100 H -1.488 -4.607 -0.543
101 H -2.221 -0.536 -3.112
102 H -3.457 -1.370 -2.198
103 H -2.127 -2.324 -4.790
104 H -3.820 -1.980 -4.489
105 H -3.089 -3.414 -3.789
106 H 0.867 -3.512 -1.574
107 H 1.023 -2.094 -2.590
108 H -0.222 -4.788 -3.387
109 H 1.276 -4.083 -3.952
110 H -0.255 -3.360 -4.429
111 N -0.182 -3.352 1.345
112 C 1.072 -3.004 0.937
113 C 2.084 -3.977 0.973
114 C 3.342 -3.678 0.518
115 C 3.586 -2.389 0.035
116 C 2.558 -1.494 -0.003
117 N 1.289 -1.762 0.424
118 H -0.235 -4.243 1.818
119 H -0.725 -2.642 1.809
120 H 1.850 -4.948 1.389
121 H 4.131 -4.418 0.550
122 H 4.570 -2.100 -0.305
123 H 2.728 -0.500 -0.394

No. 3
# C46H74Cl22FI2N4O7

12 unconnected molecules or ions with the total composition C46H74Cl22FI2N4O7 (ωB97M-V/def2-TZVPD, the Open Molecules 2025 dataset).

Values from the calculation:
- net charge = +1
- ΔE to the lowest compared entry with this formula, charge and spin (kJ/mol) = 0.0

Positions of all 156 atoms, in Å:
1 C -3.516 7.120 0.170
2 C -2.782 7.127 -1.189
3 O -1.506 6.457 -1.217
4 N -1.485 5.302 -0.444
5 C -1.304 4.138 -1.266
6 N -2.222 3.342 -1.696
7 C -3.613 3.637 -1.337
8 C -4.069 2.926 -0.048
9 O -3.367 2.340 0.705
10 I -6.197 2.977 0.377
11 C -1.922 2.194 -2.561
12 C -2.466 0.835 -2.023
13 O -3.631 0.590 -1.844
14 C -1.432 -0.258 -1.763
15 C -1.398 -1.278 -2.709
16 C -0.444 -2.331 -2.536
17 C 0.405 -2.308 -1.439
18 C 0.354 -1.260 -0.487
19 C -0.559 -0.233 -0.655
20 N 0.076 4.066 -1.520
21 C 0.310 4.464 -2.944
22 C 0.824 4.850 -0.494
23 I 1.972 6.576 -1.247
24 C 1.985 3.939 0.087
25 C 1.815 2.419 -0.196
26 C 2.652 1.682 0.912
27 C 2.454 1.968 -1.559
28 C -0.333 5.301 0.483
29 C -0.235 6.646 1.243
30 C 0.883 6.692 2.290
31 O 2.007 6.297 2.141
32 O 0.517 7.288 3.467
33 C -0.831 4.307 1.607
34 O -1.968 4.410 1.978
35 N 0.025 3.321 2.251
36 C -0.215 3.293 3.663
37 O 0.461 3.858 4.456
38 F -1.271 2.556 4.071
39 H -3.068 7.821 0.895
40 H -4.528 7.531 -0.027
41 H -3.677 6.121 0.600
42 H -2.601 8.184 -1.449
43 H -3.490 6.738 -1.950
44 H -3.843 4.707 -1.239
45 H -4.249 3.271 -2.164
46 H -2.327 2.403 -3.569
47 H -0.829 2.107 -2.688
48 H -2.085 -1.296 -3.563
49 H -0.405 -3.151 -3.258
50 H 1.140 -3.121 -1.307
51 H 1.010 -1.236 0.373
52 H -0.672 0.604 0.045
53 H -0.064 5.484 -3.142
54 H -0.247 3.809 -3.639
55 H 1.366 4.350 -3.224
56 H 2.093 4.051 1.177
57 H 2.933 4.251 -0.370
58 H 0.787 2.043 -0.078
59 H 2.675 0.592 0.765
60 H 3.687 2.078 0.911
61 H 2.243 1.955 1.903
62 H 3.499 1.662 -1.368
63 H 2.494 2.779 -2.302
64 H 1.887 1.089 -1.919
65 H -1.185 6.769 1.795
66 H -0.146 7.530 0.594
67 H 1.307 7.757 3.777
68 H -0.204 2.418 1.829
69 Cl 0.992 2.460 -5.761
70 C 0.784 0.886 -6.583
71 C -0.180 -0.011 -5.847
72 Cl 0.471 -0.572 -4.281
73 H 1.764 0.425 -6.682
74 H 0.406 1.099 -7.582
75 H -0.383 -0.901 -6.441
76 H -1.126 0.496 -5.656
77 Cl 2.551 -1.485 3.600
78 C 1.023 -2.201 4.176
79 C 0.546 -3.313 3.280
80 Cl 0.017 -2.709 1.681
81 H 0.285 -1.404 4.253
82 H 1.212 -2.588 5.177
83 H -0.313 -3.810 3.732
84 H 1.322 -4.059 3.116
85 Cl 2.396 -5.190 4.998
86 C 3.729 -5.166 6.185
87 C 3.370 -4.395 7.431
88 Cl 3.216 -2.644 7.113
89 H 4.607 -4.748 5.695
90 H 3.943 -6.203 6.440
91 H 4.155 -4.514 8.177
92 H 2.435 -4.743 7.863
93 Cl -11.563 1.498 -1.957
94 C -10.208 1.485 -0.801
95 C -10.548 2.196 0.485
96 Cl -10.728 3.955 0.251
97 H -9.344 1.936 -1.290
98 H -9.975 0.439 -0.592
99 H -9.747 2.054 1.211
100 H -11.471 1.817 0.919
101 Cl 7.775 -1.607 7.249
102 C 7.303 0.074 7.606
103 C 5.814 0.219 7.797
104 Cl 4.915 -0.031 6.281
105 H 7.665 0.705 6.797
106 H 7.821 0.361 8.521
107 H 5.581 1.226 8.141
108 H 5.435 -0.489 8.532
109 Cl 5.573 -5.556 -2.483
110 C 5.136 -4.643 -1.018
111 C 3.851 -5.137 -0.401
112 Cl 2.431 -4.769 -1.420
113 H 5.072 -3.590 -1.283
114 H 5.954 -4.768 -0.309
115 H 3.687 -4.645 0.558
116 H 3.874 -6.211 -0.233
117 Cl 1.810 -8.970 6.767
118 C 2.395 -9.919 5.372
119 C 3.898 -9.894 5.239
120 Cl 4.512 -8.290 4.766
121 H 1.908 -9.533 4.479
122 H 2.060 -10.943 5.529
123 H 4.209 -10.591 4.461
124 H 4.386 -10.181 6.168
125 Cl 4.870 -0.918 -7.303
126 C 5.369 0.301 -8.505
127 C 4.315 1.360 -8.705
128 Cl 2.861 0.716 -9.511
129 H 5.599 -0.216 -9.434
130 H 6.285 0.758 -8.132
131 H 4.703 2.155 -9.342
132 H 4.008 1.802 -7.758
133 Cl -0.666 0.148 -11.614
134 C -0.020 -0.691 -13.049
135 C 1.479 -0.558 -13.164
136 Cl 1.980 1.109 -13.545
137 H -0.525 -0.292 -13.926
138 H -0.290 -1.742 -12.948
139 H 1.844 -1.190 -13.972
140 H 1.979 -0.857 -12.244
141 Cl 0.284 -4.929 10.140
142 C -1.163 -5.128 9.119
143 C -1.020 -6.276 8.151
144 Cl 0.198 -5.941 6.893
145 H -1.342 -4.188 8.600
146 H -2.002 -5.313 9.790
147 H -1.967 -6.448 7.639
148 H -0.736 -7.195 8.659
149 Cl -9.391 -3.433 -1.904
150 C -8.034 -3.430 -0.752
151 C -8.379 -2.715 0.530
152 Cl -8.574 -0.958 0.285
153 H -7.175 -2.977 -1.243
154 H -7.795 -4.472 -0.539
155 H -7.576 -2.847 1.255
156 H -9.299 -3.097 0.968

no.,orbital gap (eV),energy (a.u.),strongest force on any atom (eV Å⁻¹)
1,7.506,-4222.767242,7.4
2,6.758,-5336.102314,1.2
3,7.042,-13362.029409,3.9